Molecular formula: C3H8ClN2
Method: DFT, ωB97M-V/def2-TZVPD

Properties
- HOMO: -16.0 eV
- Gap between HOMO and LUMO: 9.7 eV
- E_LUMO: -6.283 eV
- Total charge: +1
- ΔE to the lowest compared entry with this formula, charge and spin: 300.4 kJ/mol
- SMILES: [H]/N=[N+](/C)[C@@H](C)Cl

```
14
Properties=species:S:1:pos:R:3:forces:R:3:lowdin_charge:R:1
H -0.860 -0.494 -1.755 0.8 -2.2 -0.7 0.105
N -0.984 0.341 -1.261 -1.4 1.8 -0.2 0.333
N -0.386 0.486 -0.222 -1.5 3.0 -1.1 -0.233
C -0.652 1.800 0.426 0.1 2.0 -1.0 0.030
C 0.524 -0.380 0.389 1.8 -3.0 1.1 -0.671
C 0.441 -1.896 -0.062 0.6 0.9 3.2 -0.059
Cl 2.167 0.251 0.018 -0.6 0.0 0.3 0.730
H -0.513 1.759 1.489 -0.7 -0.3 0.5 0.103
H -1.524 2.333 -0.037 0.0 -1.5 1.0 0.136
H 0.044 2.600 0.125 0.9 -1.0 -0.2 0.116
H 0.271 -0.240 1.433 0.6 -0.3 0.4 0.122
H -0.617 -2.297 0.050 1.6 0.1 0.3 0.119
H 1.385 -2.419 0.458 -2.7 0.8 -0.8 0.150
H 0.704 -1.843 -1.051 0.6 -0.4 -2.7 0.019
```
Forces are in eV/Å.

Molecular formula: C15H21CeF5IO2P2S
Method: DFT, ωB97M-V/def2-TZVPD

Properties
- HOMO (alpha / beta): -13.0 / -13.0 eV
- Gap between HOMO and LUMO (alpha / beta): 4.7 / 4.7 eV
- E_LUMO (alpha / beta): -8.276 / -8.276 eV
- Total charge: +2
- 2S+1: 2

```
48
Properties=species:S:1:pos:R:3:forces:R:3:lowdin_charge:R:1
C -0.157 0.154 -7.138 -0.1 0.2 0.8 0.090
C -0.152 1.267 -6.186 0.1 3.6 3.1 0.094
H -0.156 0.629 -8.118 0.0 0.0 -0.3 0.139
H -1.078 -0.451 -6.989 0.4 0.3 0.0 0.153
H 0.756 -0.461 -6.992 -0.4 0.3 0.0 0.152
O -0.139 2.171 -5.454 -0.1 -4.7 -3.8 0.360
I -0.154 -2.488 -2.885 0.0 0.1 -0.6 0.240
Ce -0.186 -0.377 -0.824 -0.1 -5.9 -0.9 -0.089
P 2.558 0.042 -0.255 0.8 0.2 0.3 0.707
C 3.319 1.374 0.685 0.1 0.5 0.3 -0.244
C 3.397 -1.415 0.409 0.0 -0.4 0.1 -0.226
H 4.466 -1.219 0.243 -0.2 -0.2 0.2 0.068
H 4.379 -0.157 -1.770 -0.1 0.2 -0.2 0.066
H 3.106 -2.331 -0.123 0.1 0.2 0.2 0.071
H 2.848 -0.423 -2.648 0.1 0.0 0.1 0.031
H 2.994 1.316 1.736 0.2 0.0 -0.3 0.066
H 3.176 -1.543 1.477 0.1 0.0 -0.3 0.048
C 3.348 0.191 -1.893 -0.1 -0.1 0.0 -0.237
H 4.419 1.305 0.637 -0.4 0.1 0.0 0.076
H 3.334 1.235 -2.193 0.1 0.1 -0.2 0.052
H 2.989 2.343 0.279 0.2 -0.2 0.2 0.056
P -2.894 0.166 -0.319 -1.4 0.4 0.5 0.695
C -3.685 1.530 0.565 -0.1 0.5 0.3 -0.242
C -3.697 0.240 -1.959 0.1 -0.1 -0.1 -0.244
H -3.420 -2.218 -0.088 -0.2 0.4 0.3 0.069
H -4.809 -1.106 0.242 0.5 -0.2 0.2 0.069
H -3.490 -1.332 1.487 -0.2 -0.1 -0.6 0.059
C -3.728 -1.278 0.408 0.1 -0.4 0.2 -0.233
H -3.195 -0.410 -2.690 -0.2 0.1 0.2 0.032
H -4.731 -0.103 -1.819 0.2 0.2 -0.3 0.067
H -4.791 1.428 0.527 0.7 0.1 0.0 0.078
H -3.381 2.485 0.101 -0.2 -0.3 0.3 0.059
H -3.682 1.272 -2.311 -0.1 -0.1 -0.1 0.052
H -3.348 1.524 1.619 -0.2 0.0 -0.5 0.056
C -0.042 1.609 0.228 0.5 8.4 5.4 -0.217
O -0.015 2.537 0.940 -0.1 -4.2 -3.2 0.183
F 1.028 0.697 6.652 -0.3 -0.5 -1.2 0.134
C 0.769 0.069 5.485 0.1 0.0 0.4 -0.103
C -0.340 0.427 4.711 0.0 0.1 0.3 -0.124
F -1.149 1.431 5.100 0.5 -0.7 -0.3 0.123
C -0.596 -0.268 3.533 0.2 -0.1 0.0 -0.227
F -1.669 0.121 2.794 0.3 0.0 0.2 0.023
C 0.210 -1.311 3.049 0.5 1.0 1.2 -0.522
S -0.135 -2.023 1.508 0.0 0.0 -1.6 0.651
C 1.308 -1.667 3.875 0.1 -0.4 -0.4 -0.195
F 2.133 -2.693 3.511 -0.8 1.1 0.2 0.071
C 1.598 -0.978 5.055 0.4 -0.1 0.5 -0.110
F 2.681 -1.309 5.801 -1.1 0.2 -0.8 0.122
```
Forces are in eV/Å.

Molecular formula: C4H9NO2
Method: DFT, ωB97M-V/def2-TZVPD

Properties
- HOMO: -8.7 eV
- Gap between HOMO and LUMO: 9.2 eV
- E_LUMO: 0.483 eV
- Total charge: 0
- ΔE to the lowest compared entry with this formula, charge and spin: 502.0 kJ/mol

```
16
Properties=species:S:1:pos:R:3:forces:R:3:lowdin_charge:R:1
C 1.803 0.674 -1.789 0.2 0.1 -0.2 -0.098
O 1.097 0.423 -0.592 0.0 0.0 0.1 -0.188
C -0.288 0.445 -0.782 -0.2 0.0 0.0 -0.201
C -0.976 -0.366 0.277 0.0 -0.1 -0.2 -0.168
N -0.371 -1.326 0.980 0.0 0.1 -0.2 0.047
C -1.084 -0.680 2.304 0.0 0.1 0.2 -0.471
O -2.062 -1.247 2.764 0.2 0.1 -0.1 -0.033
H 1.651 -0.142 -2.511 0.0 0.1 0.1 0.095
H 1.488 1.619 -2.254 0.1 -0.1 0.1 0.093
H 2.863 0.738 -1.536 -0.2 0.0 0.0 0.093
H -0.563 -0.030 -1.742 0.0 0.0 0.1 0.139
H -0.683 1.473 -0.806 0.0 -0.1 0.0 0.139
H -2.058 -0.459 0.180 0.1 0.0 0.0 0.141
H -1.290 0.444 1.710 0.0 -0.1 0.1 0.159
H 0.642 -1.209 0.965 -0.1 -0.1 0.0 0.111
H -0.169 -0.357 2.832 -0.1 0.0 -0.1 0.144
```
Forces are in eV/Å.

| no. | energy (eV) |
| --- | --- |
| 1 | -18733.6254 |
| 2 | -84003.4570 |
| 3 | -9874.8582 |